{
  "formula": "C37H77IN2O11PSSi3",
  "method": "the ωB97M-V functional and the def2-TZVPD basis",
  "total_charge": -1,
  "largest_force_ev_per_a": 2.0,
  "homo_lumo_gap_ev": 6.79,
  "e_homo_ha": -0.1782,
  "multiplicity": 1,
  "elements": ["H", "C", "H", "H", "H", "H", "H", "H", "C", "H", "H", "H", "H", "H", "H", "H", "O", "H", "H", "H", "C", "H", "H", "C", "H", "O", "H", "N", "H", "O", "H", "C", "O", "C", "O", "H", "H", "H", "C", "C", "C", "H", "C", "H", "H", "H", "H", "C", "H", "C", "H", "H", "H", "C", "C", "C", "H", "C", "H", "H", "P", "C", "H", "H", "H", "H", "H", "H", "C", "C", "H", "H", "H", "C", "C", "H", "Si", "C", "H", "H", "H", "I", "C", "C", "O", "H", "H", "H", "H", "Si", "C", "C", "H", "H", "H", "H", "C", "C", "Si", "O", "H", "O", "C", "C", "H", "O", "H", "S", "C", "H", "C", "H", "H", "C", "H", "H", "H", "H", "O", "O", "C", "C", "H", "C", "H", "H", "H", "H", "H", "C", "H", "H", "N"],
  "coordinates": [[4.0121, -1.6136, -7.8641], [3.8414, 10.6803, -2.4055], [2.1578, 4.2517, 0.3558], [-4.1920, 2.3202, 0.5272], [3.6772, -5.6507, -5.3286], [2.6638, -0.3493, -3.0178], [4.3524, -3.2926, -5.4381], [1.1255, -3.9893, 2.9074], [-0.4624, 4.3541, 2.4800], [1.4186, -3.7976, 1.1950], [-0.7587, 2.3000, 5.7782], [1.3160, 6.3141, -2.5362], [2.6045, -2.1077, 2.3915], [0.5620, -3.6214, -4.9342], [3.3393, 9.8167, -4.3032], [3.3551, 7.3276, -3.6355], [-4.8055, -3.9271, 0.9232], [4.2492, -4.0494, -7.0408], [-3.1771, -0.9112, -0.5890], [-4.0175, 5.8060, 2.8827], [-1.6474, -8.3284, 1.6111], [-2.1513, 3.6709, 4.7736], [-3.3343, 1.1389, 1.5322], [0.8282, 4.5508, 1.9956], [-4.9994, -5.9479, -1.3492], [-2.9502, -1.6639, -0.0386], [2.0336, -2.5190, -5.9178], [2.1218, 8.8510, -2.9147], [4.3148, 11.5078, -2.9414], [2.3695, -4.4737, -4.3127], [-1.0745, -8.5947, 3.6623], [3.0409, 10.3645, -0.1701], [1.9147, 6.9404, -0.6399], [2.9411, -4.8677, -5.5446], [-4.1976, -6.0518, 2.0310], [-1.8053, -2.5804, 3.7022], [1.4510, -1.3203, 1.3566], [-6.3363, -5.6825, -0.2339], [1.5290, -1.9432, 2.2473], [-0.5004, -4.1918, 5.1978], [4.0166, -0.6089, -5.9668], [-0.1241, -9.6012, 2.5745], [2.9784, 7.6950, -2.6764], [-0.0521, 6.2760, -0.7207], [3.6819, -1.6386, -3.6805], [-2.2672, 1.0820, 3.4217], [4.8456, -1.1573, -5.5038], [1.0710, -1.1901, 3.5282], [-3.0306, 0.9629, 4.9776], [0.2342, 1.1810, 4.1958], [3.7858, 9.5659, -0.1388], [-2.2596, -9.2300, 1.5194], [2.0749, 10.8013, -3.5857], [0.5330, 7.1389, -0.3951], [2.8526, -0.9627, -3.8998], [-1.4742, -4.6715, 4.1018], [0.6034, -4.2544, -3.2845], [-0.5779, -8.6163, 2.6870], [1.9487, -1.5428, -4.0959], [4.4613, 0.2606, -6.4610], [-1.3470, -1.6495, 0.3570], [-2.3541, -4.4488, -1.9130], [0.2833, 2.0510, 3.5317], [-0.9863, -5.4155, 3.4716], [-0.6698, 4.7091, 3.4828], [0.4342, 3.1323, -1.0374], [-5.2969, 4.6169, 2.7022], [-2.3043, -7.5550, 2.0198], [-2.8765, 2.9960, 4.3174], [3.6591, -3.6971, -6.1878], [0.1775, -7.8292, 2.7186], [2.5070, -0.8055, -7.4535], [1.6246, 9.0711, -2.0622], [-1.9594, -3.5155, 3.1586], [2.8323, 10.0461, -3.3604], [4.6480, 9.9909, -2.1300], [-0.9308, -3.4849, 1.5575], [3.3084, -1.4271, -7.0453], [-0.1572, -7.3031, 0.4109], [-3.0205, -3.6719, 2.9653], [1.1796, 1.1672, 4.7424], [-3.1584, -5.5925, 5.1220], [0.9074, -3.3462, 2.0557], [-1.0540, -7.9056, 0.2695], [-0.4220, -1.7827, -1.0174], [0.4011, 7.2578, 0.6787], [0.6845, -1.9429, 4.2181], [-4.4917, 5.1968, 1.2637], [0.1616, 8.0421, -0.8934], [-3.1676, 3.4539, 2.4987], [0.9376, -4.4334, -4.3010], [0.1672, 3.4878, -0.0476], [0.1484, 0.2495, 2.2594], [2.1913, -5.2895, -6.2206], [-0.9561, -0.4692, 3.3962], [-0.7239, -8.8170, -0.2470], [-1.4592, 3.7212, 1.7239], [-1.1245, 3.2900, 0.4335], [-2.2983, -5.3661, -0.2335], [-3.4364, -4.0397, -2.3639], [3.8416, 7.9454, -2.0452], [-1.0071, -4.9752, 0.7597], [-5.3653, -6.1609, -0.3390], [0.0484, -0.0571, 3.2986], [1.9480, -0.7570, 4.0177], [3.1542, -0.0835, -4.9759], [0.5180, -5.3834, -4.6405], [-4.2623, -5.2706, 0.7900], [-0.9561, 1.4349, 5.1414], [2.8623, 5.6977, -1.9412], [-3.9744, 2.0218, 1.5554], [1.5750, 5.0264, 2.6175], [-0.6867, -4.7694, 6.1039], [-4.3226, 4.9303, 2.3078], [-0.6717, -3.1526, 5.4752], [-1.8563, 2.7878, -0.1848], [-5.3651, -7.2261, -0.1325], [-0.6180, -1.0319, -1.5828], [-1.2280, -4.4385, -2.4615], [3.2655, 11.2573, -1.2479], [1.1489, 4.1049, 0.7137], [-2.3040, 1.5455, 4.4056], [-3.0230, -7.7323, -0.6905], [2.2194, 6.5825, -1.9817], [-1.6728, -7.2346, -1.6716], [2.0386, 9.9310, -0.2120], [-3.8351, 3.0988, 4.8309], [-4.9180, 1.7757, 2.0479], [-1.0174, 0.5687, 5.8121], [-2.0671, -7.2019, -0.6517], [0.5438, -4.3790, 4.9472], [3.1109, 10.9402, 0.7536], [2.7063, -2.6959, -6.6524]],
  "forces_ev_per_angstrom": [[0.0539, -0.0131, 0.0366], [0.0897, 0.1636, -0.1956], [-0.0299, -0.0712, -0.2237], [-0.0404, -0.0088, 0.0168], [-0.0112, -0.0146, -0.0504], [0.0294, 0.0234, -0.0260], [0.1012, -0.0955, -0.0097], [-0.0634, 0.0150, 0.1006], [0.2809, 0.1483, -0.1966], [-0.0336, -0.1095, 0.0763], [-0.1241, 0.0899, -0.0662], [-0.0458, 0.0892, 0.0085], [-0.0233, -0.0204, -0.2025], [-0.0862, -0.0961, -0.0666], [0.0497, -0.0258, 0.0204], [0.0120, 0.0192, -0.0131], [0.2473, -0.1118, -0.1400], [0.0062, 0.0253, -0.0130], [-0.1285, 0.1489, 0.0550], [0.0793, 0.0524, -0.1337], [0.5876, 0.1910, 0.7004], [-0.2208, 0.2358, 0.0510], [-0.0825, -0.0577, -0.0191], [-0.3304, -0.2655, -0.2990], [-0.0655, -0.0255, 0.0273], [0.4763, -0.8874, -0.1931], [-0.0559, -0.0829, -0.0132], [0.1846, -0.0072, 0.0206], [-0.0094, 0.0084, 0.0175], [-0.2031, -0.0397, -0.1722], [0.1149, -0.1413, 0.0330], [-0.0731, 0.2375, 0.0313], [-0.1987, 0.0993, -0.0564], [0.2468, -0.0103, 0.2185], [0.1407, -0.0108, -0.3836], [-0.3030, 0.1441, -0.1341], [-0.2609, -0.0127, -0.0354], [-0.0598, -0.1182, 0.1827], [0.4905, -0.3299, 1.0202], [-0.3543, -0.7047, 0.3677], [0.0774, 0.1943, -0.1710], [0.2386, 0.0972, -0.1140], [-0.1773, 0.1428, 0.0933], [-0.0588, 0.0167, -0.0018], [-0.0121, -0.0661, -0.0540], [0.2129, -0.0322, 0.0127], [-0.0776, -0.1025, 0.0613], [-0.0427, 0.0589, -0.3459], [-0.0198, -0.0986, -0.1715], [-0.7033, 0.5710, -0.3290], [-0.0312, -0.0587, -0.0482], [-0.1208, 0.1006, -0.2433], [0.0477, 0.0390, -0.0277], [0.0726, 0.0864, 0.0290], [-0.1358, 0.2209, 0.0062], [0.3117, 0.9916, -0.3525], [0.1196, -0.0395, -0.0903], [-0.7338, 0.1689, 0.1401], [0.0650, -0.1327, 0.0398], [-0.0132, 0.0062, 0.0140], [-0.0703, 2.0278, 0.2237], [-0.0782, 0.6145, -0.4258], [0.1706, -0.0155, 0.0778], [-0.3376, -0.5040, 0.3641], [-0.1414, -0.0582, 0.0372], [-0.0907, -0.0085, -0.0115], [0.0415, 0.0389, 0.0151], [-0.0106, 0.0614, -0.2221], [0.1595, -0.2515, -0.8829], [-0.1978, 0.0807, -0.0222], [0.1473, -0.1108, -0.1544], [0.0451, 0.0472, -0.0177], [-0.0434, -0.0258, 0.0117], [0.1551, -0.6690, 0.2545], [-0.2299, -0.0231, 0.0634], [-0.0792, -0.0900, 0.0704], [0.8267, -1.2920, 0.3472], [-0.2235, -0.0632, 0.0466], [-0.1016, 0.1840, 0.0554], [-0.0089, 0.3446, -0.2303], [-0.0433, -0.1790, 0.0843], [0.2006, -0.0181, -0.1731], [-0.3288, 0.5827, -1.1225], [-0.5218, -0.8527, -0.2506], [-0.4884, -0.7379, 0.2959], [0.0503, -0.0326, 0.0084], [-0.0217, 0.1290, 0.1312], [0.1759, 0.0871, -0.0032], [-0.0612, -0.0498, -0.0526], [0.1512, -0.3236, -0.3260], [0.3421, 0.1268, 0.1207], [0.1733, -0.2176, -0.4162], [-0.1540, 0.0304, -0.0652], [-0.0615, 0.0872, -0.0132], [-0.0688, 0.1074, -0.0435], [0.1362, 0.0546, 0.0461], [-0.0933, 0.2180, 0.1422], [0.3637, 0.2862, 0.4881], [1.3835, -0.7483, -1.1704], [-0.2895, -0.2305, 0.1858], [0.0850, -0.1228, -0.0328], [-1.2118, 0.8610, 0.5304], [0.5503, 0.5349, -0.3489], [0.6140, -0.3259, 0.1136], [0.0404, -0.0263, -0.0881], [0.0800, -0.1307, 0.0549], [-0.0345, 0.0162, -0.0155], [-1.1501, -0.1233, 0.8553], [0.3762, -0.9119, -0.1879], [-0.0297, -0.0200, -0.0245], [0.1526, 0.4354, 0.3665], [0.0299, 0.0362, -0.0120], [0.1678, 0.0167, 0.0028], [-0.1350, -0.2432, 0.2747], [0.0832, 0.0701, -0.1855], [-0.0227, -0.0368, -0.0308], [-0.0242, 0.0186, 0.1434], [0.1850, 0.1302, -0.1238], [-0.1777, -0.2877, 0.4854], [0.0426, -0.1477, 0.0376], [-0.2136, 0.1127, 0.6658], [-0.5654, 0.5229, 0.8373], [0.0519, -0.0798, 0.1650], [0.2906, -0.1232, 0.0540], [-0.0782, 0.2728, -0.0293], [0.0456, -0.1455, 0.0146], [0.1238, -0.0436, 0.2216], [-0.0137, -0.1587, -0.1105], [0.0308, 0.0938, 0.0774], [0.2804, 0.2011, 0.2561], [0.0090, 0.3132, -0.2181], [0.0266, 0.0224, -0.0273], [0.2074, 0.0676, 0.0240]]
}


{
  "formula": "C7H16N3",
  "method": "the ωB97M-V functional and the def2-TZVPD basis",
  "total_charge": 1,
  "largest_force_ev_per_a": 6.0,
  "smiles": "CC/C(=N\\C)C(=[NH2+])N(C)C",
  "de_lowest_kcal_mol": 74.87,
  "homo_lumo_gap_ev": 10.57,
  "e_homo_ha": -0.5025,
  "multiplicity": 1,
  "elements": ["H", "H", "H", "N", "C", "H", "H", "H", "H", "N", "H", "H", "H", "H", "N", "C", "C", "C", "H", "H", "C", "H", "H", "C", "H", "C"],
  "coordinates": [[-0.6418, -1.8329, -1.7663], [2.6789, -2.3289, -0.2225], [-1.2187, 2.5554, -2.1904], [-1.2258, -0.3222, 1.3365], [-0.7829, 2.0518, -1.4200], [-3.3182, -0.7945, 1.6974], [3.6805, -1.0059, 0.0331], [2.7791, -1.0657, -1.4512], [2.7579, -0.1663, 2.0162], [1.5375, -0.5589, 0.2259], [0.1798, 1.5500, -1.7071], [-0.4812, 2.8601, -0.6100], [-2.4799, 0.0002, 2.8404], [-2.3512, 1.5004, -0.4030], [0.2169, -1.5119, -1.3891], [1.8650, 0.1708, 1.4403], [2.6197, -1.2692, -0.4567], [-0.9025, 0.0141, 0.1587], [0.9276, 0.0241, 2.0264], [0.8417, -2.2437, -1.6169], [-2.5915, -0.0149, 1.8594], [-2.9946, 0.7974, 1.4336], [2.0772, 1.1340, 1.0191], [0.3859, -0.6810, -0.3655], [-1.9408, 0.2507, -1.7174], [-1.6185, 0.8870, -0.7712]],
  "forces_ev_per_angstrom": [[-1.4242, 0.8293, 0.1800], [-0.7997, -0.3566, -0.2937], [-1.3799, 0.9414, -2.1951], [-0.8375, -0.8454, -0.6676], [3.9023, -1.4634, 4.3104], [0.2266, -0.8662, -0.5376], [-2.4654, 0.0869, -0.8890], [-0.3414, 0.5340, -2.4061], [-0.7990, -0.3477, -0.9080], [1.5307, -2.0964, -1.9046], [-0.5447, 1.0083, -0.3677], [-0.6789, -1.6649, -1.4688], [0.2753, 0.7160, 4.5049], [-2.6873, 0.1260, 1.4439], [0.1694, -0.1646, -0.3995], [-1.2665, -0.0838, 0.5078], [3.9380, -0.1873, 4.1966], [0.5937, -0.3206, 0.9631], [1.0383, 1.0180, 0.1181], [1.4794, -0.2500, 0.1122], [2.0722, -2.5963, -2.6714], [-1.3485, 3.3263, -1.1323], [-0.0888, 1.1195, 0.8801], [-1.7016, 0.5016, 1.3423], [0.0408, 1.1723, 2.0112], [1.0967, -0.1366, -4.7294]]
}


{
  "formula": "C6H7IS2",
  "method": "the ωB97M-V functional and the def2-TZVPD basis",
  "total_charge": 0,
  "largest_force_ev_per_a": 3.5,
  "homo_lumo_gap_ev": [6.90, 6.26],
  "e_homo_ha": [-0.2498, -0.3096],
  "multiplicity": 3,
  "elements": ["C", "C", "C", "C", "S", "S", "H", "H", "H", "C", "H", "C", "H", "H", "I", "H"],
  "coordinates": [[-0.4861, -1.9635, 0.8208], [-1.0796, -1.2829, -0.2355], [0.9650, 0.7949, -0.2793], [-0.6619, 2.6859, -0.1742], [1.9076, -2.1747, -0.4108], [2.0043, -0.1014, -1.2425], [-1.1950, 3.4127, -0.7125], [-0.4128, -1.2604, -1.0679], [0.3377, 2.0534, -1.8104], [0.1556, 1.8238, -0.8214], [1.4679, -2.4612, 1.7957], [0.9143, -2.2753, 0.9032], [1.0629, 0.7036, 0.8958], [-1.1534, -2.0949, 1.7607], [-3.0517, -0.6394, -0.3524], [-0.7748, 2.7793, 0.9309]],
  "forces_ev_per_angstrom": [[-1.6099, 0.7367, 2.0849], [0.6621, -1.8141, 1.2043], [-0.3742, 1.2015, 3.2677], [0.2921, -0.2069, 2.0653], [1.8873, 0.4192, -2.3249], [0.4414, -1.0874, -0.2528], [-0.5333, 0.8235, -0.7539], [-0.3555, 0.6324, -1.0652], [-0.1008, -0.0246, -2.3899], [0.7965, -0.4775, 1.9529], [-0.4582, -0.4491, 0.8612], [-2.4620, 1.0619, 0.2556], [-0.4523, -0.0162, -2.5388], [1.4274, 0.0877, -1.4712], [0.7363, -0.3027, 0.0519], [0.1031, -0.5844, -0.9470]]
}


Asked for energy across the records above, the calculation gives -4299.00929 -440.26245 -1326.71784 Eh in order.